# C35H59BN16O

A cluster of 16 separate species, C35H59BN16O in total at a distorted geometry (wB97M-V/def2-TZVPD, OMol25).

## Properties
* multiplicity: 1
* strongest force on any atom: 10.160 eV Å⁻¹
* lowest unoccupied orbital energy: 0.007 Ha
* calculated total energy: -63801.228 eV

Atoms and positions in Å:
1 C 2.649 4.306 1.997
2 C 1.228 3.490 1.958
3 N 0.502 3.524 0.632
4 B 1.192 2.542 -0.309
5 C 1.064 2.624 -1.965
6 C 2.574 2.966 -2.527
7 C 2.808 2.581 -4.111
8 O 2.844 4.401 -2.347
9 H 3.284 4.253 1.016
10 H 3.310 3.780 2.841
11 H 2.515 5.458 2.258
12 H 0.476 3.915 2.780
13 H 1.418 2.357 2.276
14 H 0.444 4.481 0.219
15 H 1.895 1.691 0.158
16 H 0.744 1.549 -2.351
17 H 0.291 3.470 -2.280
18 H 3.359 2.346 -1.898
19 H 3.945 2.796 -4.399
20 H 2.526 1.464 -4.366
21 H 2.107 3.268 -4.786
22 H 2.049 4.873 -2.746
23 C 0.990 2.244 6.122
24 C 1.128 3.664 5.596
25 N 1.242 4.841 5.159
26 H 1.952 1.728 6.058
27 H 0.665 2.263 7.165
28 H 0.252 1.697 5.529
29 C -0.003 -1.387 3.269
30 C 1.012 -0.986 4.328
31 N 1.853 -0.654 5.207
32 H 0.266 -0.940 2.308
33 H -0.022 -2.475 3.164
34 H -0.999 -1.039 3.557
35 C 3.521 -1.581 0.194
36 C 2.045 -1.465 -0.151
37 N 0.821 -1.369 -0.436
38 H 3.727 -1.057 1.131
39 H 3.797 -2.633 0.305
40 H 4.126 -1.137 -0.602
41 C -0.735 -6.023 1.462
42 C 0.211 -5.043 2.136
43 N 0.995 -4.230 2.696
44 H -1.685 -5.529 1.236
45 H -0.293 -6.386 0.530
46 H -0.924 -6.873 2.122
47 C -3.053 -1.119 0.221
48 C -3.333 -1.606 1.633
49 N -3.566 -2.010 2.805
50 H -3.661 -0.236 0.004
51 H -1.996 -0.856 0.120
52 H -3.295 -1.905 -0.499
53 C -3.279 0.645 6.204
54 C -2.265 1.045 7.263
55 N -1.423 1.378 8.142
56 H -3.010 1.091 5.243
57 H -3.298 -0.443 6.099
58 H -4.275 0.992 6.492
59 C -4.198 -8.089 0.402
60 C -4.061 -6.670 -0.125
61 N -3.946 -5.492 -0.561
62 H -3.236 -8.605 0.338
63 H -4.523 -8.070 1.445
64 H -4.936 -8.636 -0.191
65 C -7.814 -9.640 1.894
66 C -6.869 -8.660 2.569
67 N -6.084 -7.847 3.128
68 H -8.764 -9.147 1.668
69 H -7.372 -10.003 0.962
70 H -8.003 -10.491 2.554
71 C -0.794 7.420 1.254
72 C -1.079 6.815 -0.111
73 N -1.316 6.313 -1.243
74 H -1.578 8.135 1.517
75 H -0.762 6.632 2.012
76 H 0.169 7.938 1.239
77 C -5.578 -4.891 -3.424
78 C -6.372 -5.911 -4.223
79 N -7.031 -6.758 -4.885
80 H -4.636 -4.670 -3.933
81 H -6.153 -3.966 -3.323
82 H -5.361 -5.285 -2.427
83 C 6.321 1.782 -2.894
84 C 5.874 0.340 -2.724
85 N 5.503 -0.857 -2.583
86 H 7.307 1.923 -2.443
87 H 6.377 2.033 -3.957
88 H 5.608 2.454 -2.407
89 C 7.483 0.181 -6.847
90 C 8.024 1.185 -5.842
91 N 8.473 2.017 -5.009
92 H 7.293 -0.776 -6.353
93 H 6.548 0.551 -7.278
94 H 8.209 0.029 -7.650
95 C 0.980 -4.076 -2.192
96 C 0.533 -5.519 -2.022
97 N 0.162 -6.716 -1.881
98 H 1.967 -3.936 -1.740
99 H 1.036 -3.826 -3.255
100 H 0.268 -3.405 -1.705
101 C 3.311 7.655 -1.708
102 C 2.344 8.466 -0.861
103 N 1.541 9.139 -0.159
104 H 2.794 7.252 -2.583
105 H 4.136 8.290 -2.043
106 H 3.716 6.826 -1.120
107 C -4.214 4.475 -2.251
108 C -4.661 3.032 -2.081
109 N -5.032 1.835 -1.940
110 H -3.228 4.615 -1.799
111 H -4.158 4.725 -3.314
112 H -4.927 5.146 -1.764


# C35H61IN14SSc

A structure of composition C35H61IN14SSc (wB97M-V/def2-TZVPD, OMol25).

## Properties
* multiplicity: 1
* total charge: +1
* energy relative to the best compared isomer or geometry (same formula, charge and spin): 0.521 eV
* strongest force on any atom: 0.868 eV Å⁻¹
* lowest unoccupied orbital energy: -0.102 Ha
* calculated total energy: -97779.029 eV

Atoms and positions in Å:
1 Sc -0.485 -0.161 -0.058
2 C -2.881 -3.528 4.054
3 N -2.193 -3.368 2.784
4 C -1.939 -4.597 2.048
5 C -2.010 -2.122 2.228
6 N -0.893 -1.759 1.645
7 C 0.264 -2.629 1.903
8 C 1.541 -2.150 1.214
9 N 1.605 -0.711 0.879
10 C 2.144 0.059 2.042
11 C 1.316 0.104 3.304
12 N 0.226 1.053 3.210
13 C -0.111 1.668 4.289
14 N -0.981 2.734 4.256
15 C -1.223 3.471 3.035
16 C -1.874 3.042 5.360
17 N 0.337 1.290 5.559
18 C 0.014 -0.031 6.054
19 C 0.742 2.273 6.546
20 C 2.608 -0.526 -0.207
21 C 2.165 -1.034 -1.551
22 N 0.865 -0.471 -1.973
23 C 0.641 -0.576 -3.254
24 N 1.628 -1.172 -4.079
25 C 2.280 -0.250 -5.006
26 C 1.524 -2.548 -4.537
27 N -0.445 -0.037 -3.853
28 C -1.181 1.061 -3.260
29 C -0.882 -0.460 -5.181
30 N -3.090 -1.288 2.316
31 C -2.984 0.131 2.588
32 C -4.444 -1.814 2.343
33 H -2.306 -4.204 4.691
34 H -3.883 -3.951 3.935
35 H -2.959 -2.570 4.563
36 H -2.856 -5.193 2.025
37 H -1.154 -5.201 2.512
38 H -1.660 -4.376 1.021
39 H 0.097 -3.626 1.505
40 H 0.409 -2.749 2.979
41 H 1.639 -2.699 0.283
42 H 2.407 -2.408 1.832
43 H 2.321 1.073 1.698
44 H 3.108 -0.402 2.288
45 H 1.999 0.363 4.120
46 H 0.932 -0.891 3.535
47 H -2.230 3.283 2.647
48 H -0.494 3.169 2.290
49 H -1.133 4.544 3.217
50 H -1.840 2.261 6.114
51 H -2.900 3.108 4.988
52 H -1.627 3.997 5.832
53 H -0.339 -0.657 5.235
54 H -0.772 0.010 6.819
55 H 0.889 -0.514 6.498
56 H 0.813 3.256 6.085
57 H 1.724 2.016 6.950
58 H 0.040 2.334 7.386
59 H 3.536 -1.039 0.074
60 H 2.815 0.533 -0.271
61 H 2.093 -2.124 -1.559
62 H 2.955 -0.777 -2.251
63 H 2.376 0.732 -4.543
64 H 1.751 -0.143 -5.960
65 H 3.282 -0.624 -5.223
66 H 0.923 -3.132 -3.842
67 H 2.523 -2.988 -4.572
68 H 1.092 -2.633 -5.539
69 H -1.441 1.768 -4.049
70 H -0.529 1.577 -2.559
71 H -2.099 0.731 -2.780
72 H -0.853 -1.538 -5.287
73 H -1.919 -0.153 -5.297
74 H -0.303 0.001 -5.982
75 H -1.946 0.446 2.546
76 H -3.369 0.344 3.594
77 H -3.578 0.708 1.880
78 H -4.471 -2.828 1.950
79 H -5.075 -1.185 1.712
80 H -4.872 -1.810 3.349
81 N 3.199 3.299 -0.823
82 C 1.971 2.853 -1.181
83 S 1.474 2.919 -2.800
84 N 1.328 2.255 -0.160
85 N 0.024 2.058 -0.231
86 C -0.817 2.965 -0.592
87 C -0.466 4.380 -0.877
88 C 0.222 5.127 0.073
89 C 0.523 6.460 -0.168
90 C 0.147 7.054 -1.365
91 C -0.531 6.310 -2.322
92 C -0.827 4.978 -2.081
93 C -2.227 2.520 -0.576
94 C -3.286 3.394 -0.799
95 C -4.581 2.906 -0.805
96 C -4.799 1.554 -0.591
97 C -3.698 0.753 -0.364
98 N -2.446 1.214 -0.349
99 H 3.757 3.745 -1.529
100 H 3.411 3.447 0.148
101 H 0.536 4.659 0.997
102 H 1.058 7.034 0.579
103 H 0.385 8.093 -1.554
104 H -0.813 6.763 -3.265
105 H -1.327 4.389 -2.843
106 H -3.086 4.442 -0.962
107 H -5.413 3.578 -0.976
108 H -5.792 1.127 -0.596
109 H -3.813 -0.308 -0.184
110 I -0.831 -3.450 -1.492
111 C -1.897 -1.595 -1.123
112 H -2.276 -1.348 -2.113
113 H -2.742 -1.956 -0.533


# C35H61N3O9

A cluster of 5 separate species, C35H61N3O9 in total (wB97M-V/def2-TZVPD, OMol25).

## Properties
* multiplicity: 1
* strongest force on any atom: 0.760 eV Å⁻¹
* lowest unoccupied orbital energy: -0.005 Ha
* calculated total energy: -60176.965 eV

Atoms and positions in Å:
1 C -1.089 -1.959 2.340
2 C -0.692 -0.938 1.270
3 C 0.824 -1.035 1.006
4 C -1.422 -1.090 -0.077
5 C -1.196 -2.448 -0.750
6 C -2.887 -0.684 -0.014
7 O -3.498 -1.073 1.220
8 C -4.818 -1.382 1.164
9 C -5.724 -0.487 1.643
10 C -7.088 -0.797 1.665
11 N -7.984 0.109 2.150
12 C -9.230 -0.260 2.144
13 C -9.656 -1.528 1.666
14 N -8.826 -2.409 1.193
15 C -7.512 -2.055 1.180
16 C -6.550 -2.953 0.691
17 C -5.229 -2.640 0.677
18 C -4.245 -3.631 0.181
19 C -3.470 -4.392 1.043
20 C -2.585 -5.310 0.512
21 C -2.500 -5.440 -0.867
22 N -3.243 -4.725 -1.709
23 C -4.090 -3.845 -1.186
24 H -1.840 -1.532 3.001
25 H -1.531 -2.860 1.925
26 H -0.243 -2.217 2.974
27 H -0.872 0.073 1.641
28 H 1.368 -0.622 1.854
29 H 1.101 -2.088 0.948
30 H 1.108 -0.538 0.082
31 H -0.961 -0.361 -0.748
32 H -1.377 -3.290 -0.088
33 H -1.844 -2.531 -1.622
34 H -0.178 -2.507 -1.131
35 H -3.447 -1.092 -0.858
36 H -2.960 0.406 -0.088
37 H -5.389 0.468 2.018
38 H -9.966 0.440 2.519
39 H -10.708 -1.782 1.694
40 H -6.885 -3.918 0.338
41 H -3.551 -4.271 2.114
42 H -1.963 -5.925 1.147
43 H -1.808 -6.148 -1.302
44 H -4.691 -3.268 -1.879
45 C 3.498 4.970 -1.115
46 O 3.884 4.760 0.230
47 C 2.802 4.460 1.095
48 C 2.704 2.980 1.384
49 O 2.382 2.236 0.221
50 C 3.498 1.588 -0.361
51 H 4.407 4.993 -1.714
52 H 2.854 4.166 -1.481
53 H 2.977 5.927 -1.225
54 H 1.860 4.817 0.666
55 H 2.971 4.995 2.035
56 H 1.907 2.814 2.115
57 H 3.643 2.622 1.820
58 H 3.816 0.738 0.253
59 H 4.339 2.274 -0.490
60 H 3.191 1.217 -1.337
61 C 8.341 8.092 -4.973
62 O 8.694 7.886 -3.618
63 C 7.595 7.565 -2.783
64 C 7.519 6.084 -2.492
65 O 7.235 5.327 -3.657
66 C 8.372 4.699 -4.219
67 H 9.266 8.145 -5.544
68 H 7.730 7.272 -5.359
69 H 7.796 9.034 -5.096
70 H 6.658 7.902 -3.237
71 H 7.728 8.104 -1.840
72 H 6.708 5.905 -1.778
73 H 8.452 5.745 -2.031
74 H 8.707 3.865 -3.594
75 H 9.198 5.403 -4.348
76 H 8.079 4.311 -5.193
77 C 0.076 1.471 -2.946
78 O -0.815 0.395 -3.183
79 C -2.069 0.794 -3.709
80 C -2.160 0.550 -5.198
81 O -1.254 1.363 -5.923
82 C -0.081 0.685 -6.332
83 H 1.053 1.040 -2.730
84 H 0.157 2.124 -3.818
85 H -0.243 2.062 -2.080
86 H -2.256 1.850 -3.492
87 H -2.843 0.203 -3.207
88 H -3.171 0.796 -5.536
89 H -1.979 -0.509 -5.411
90 H -0.300 -0.025 -7.137
91 H 0.385 0.150 -5.501
92 H 0.613 1.436 -6.706
93 C -0.851 -5.395 4.315
94 O -0.781 -4.207 5.078
95 C -1.478 -4.276 6.310
96 C -0.543 -4.504 7.476
97 O 0.084 -5.773 7.411
98 C 1.414 -5.727 6.931
99 H -0.138 -5.299 3.498
100 H -0.596 -6.275 4.911
101 H -1.854 -5.529 3.892
102 H -2.233 -5.068 6.279
103 H -1.994 -3.321 6.451
104 H -1.120 -4.466 8.405
105 H 0.207 -3.707 7.510
106 H 2.084 -5.283 7.675
107 H 1.487 -5.160 6.000
108 H 1.727 -6.754 6.747


# C35H62B2I2N4O20S

A cluster of 5 separate species, C35H62B2I2N4O20S in total at a distorted geometry (wB97M-V/def2-TZVPD, OMol25).

## Properties
* multiplicity: 1
* strongest force on any atom: 2.928 eV Å⁻¹
* lowest unoccupied orbital energy: -0.002 Ha
* calculated total energy: -112600.947 eV

Atoms and positions in Å:
1 C -1.518 -1.079 -1.324
2 O -0.976 -1.079 0.001
3 B 0.382 -1.314 0.099
4 O 0.870 -2.329 -0.707
5 C 1.323 -0.439 1.029
6 C 1.604 0.948 0.364
7 C 0.545 1.461 -0.627
8 C 0.803 2.956 -0.946
9 C -0.499 3.802 -0.951
10 S -0.924 4.336 -2.644
11 C -1.896 2.986 -3.215
12 N -2.938 2.623 -2.581
13 N -3.432 1.536 -3.287
14 C -2.679 1.343 -4.256
15 O -1.659 2.251 -4.294
16 N 2.673 -1.106 0.828
17 C 3.367 -0.522 1.949
18 O 4.288 0.242 1.933
19 C 2.565 -1.113 3.154
20 C 3.246 -0.436 4.400
21 C 2.623 -0.650 5.786
22 N 2.887 0.500 6.687
23 C 2.763 -2.607 3.427
24 I 1.498 -3.737 4.763
25 C 3.786 -3.321 2.958
26 C 4.921 -2.789 2.123
27 I 4.121 -5.404 3.370
28 C 1.152 -0.484 2.623
29 C 0.025 -1.366 3.139
30 C -1.428 -0.962 2.839
31 C -2.147 -0.452 4.117
32 C -3.215 -1.416 4.633
33 O -3.421 -1.193 6.050
34 C -2.535 -1.958 6.773
35 C -3.043 -3.347 7.107
36 O -1.457 -1.547 7.135
37 C 1.053 0.882 3.342
38 B -0.118 1.885 3.001
39 O -0.393 2.804 3.982
40 O -0.879 1.946 1.842
41 H -0.774 -0.832 -2.074
42 H -2.259 -0.281 -1.358
43 H -2.050 -1.998 -1.558
44 H 0.235 -3.047 -0.603
45 H 1.820 1.733 1.084
46 H 2.513 0.882 -0.218
47 H -0.480 1.308 -0.318
48 H 0.727 0.950 -1.573
49 H 1.505 3.411 -0.249
50 H 1.250 3.030 -1.930
51 H -0.279 4.737 -0.447
52 H -1.339 3.304 -0.481
53 H -2.800 0.575 -4.988
54 H 2.650 -2.115 0.847
55 H 4.231 -0.900 4.443
56 H 3.442 0.623 4.283
57 H 1.544 -0.776 5.748
58 H 3.008 -1.567 6.222
59 H 2.018 0.782 7.119
60 H 3.463 0.165 7.448
61 H 4.661 -2.484 1.115
62 H 5.735 -3.498 2.050
63 H 5.332 -1.915 2.622
64 H 0.129 -1.397 4.214
65 H 0.175 -2.359 2.721
66 H -1.987 -1.834 2.505
67 H -1.570 -0.202 2.081
68 H -1.455 -0.227 4.924
69 H -2.653 0.484 3.888
70 H -4.162 -1.144 4.182
71 H -2.992 -2.462 4.421
72 H -3.343 -3.382 8.147
73 H -3.896 -3.581 6.480
74 H -2.241 -4.043 6.889
75 H 0.905 0.676 4.396
76 H 1.950 1.480 3.196
77 H -1.205 3.273 3.768
78 H -0.857 2.821 1.445
79 C 2.379 -4.855 -2.036
80 O 2.775 -6.130 -2.540
81 C 3.037 -7.026 -1.592
82 O 2.971 -6.842 -0.406
83 O 3.387 -8.168 -2.186
84 C 3.700 -9.225 -1.278
85 H 2.191 -4.216 -2.894
86 H 1.465 -4.949 -1.454
87 H 3.167 -4.414 -1.430
88 H 2.836 -9.472 -0.663
89 H 4.546 -8.955 -0.650
90 H 3.965 -10.088 -1.882
91 C -6.035 -3.596 -1.471
92 O -5.776 -4.939 -1.887
93 C -4.502 -5.307 -1.785
94 O -3.599 -4.619 -1.386
95 O -4.399 -6.567 -2.200
96 C -3.073 -7.098 -2.145
97 H -7.099 -3.426 -1.604
98 H -5.780 -3.463 -0.421
99 H -5.482 -2.889 -2.087
100 H -2.703 -7.102 -1.121
101 H -2.403 -6.529 -2.788
102 H -3.130 -8.121 -2.507
103 C -4.557 9.543 -6.009
104 O -4.176 8.321 -6.643
105 C -3.679 7.407 -5.811
106 O -3.537 7.535 -4.625
107 O -3.365 6.326 -6.524
108 C -2.820 5.257 -5.752
109 H -4.941 10.194 -6.789
110 H -5.340 9.367 -5.274
111 H -3.697 10.017 -5.540
112 H -3.539 4.911 -5.009
113 H -1.893 5.565 -5.269
114 H -2.605 4.444 -6.440
115 C 1.260 6.841 -3.534
116 O 2.682 6.995 -3.537
117 C 3.287 6.426 -4.576
118 O 2.746 5.822 -5.464
119 O 4.597 6.640 -4.462
120 C 5.377 6.078 -5.518
121 H 0.888 7.345 -2.645
122 H 0.820 7.308 -4.413
123 H 0.984 5.787 -3.489
124 H 5.097 6.512 -6.476
125 H 5.264 4.996 -5.546
126 H 6.414 6.322 -5.305